No. 1
C11H9NO | ωB97M-V/def2-TZVPD

Element x y z (Å)
1 O 1.87 -1.76 -0.32
2 N 0.86 0.71 -1.26
3 C 0.88 -0.10 2.72
4 C -0.36 0.86 0.89
5 C -0.59 -0.58 -1.23
6 C -1.42 1.80 -1.02
7 C -1.24 1.83 0.33
8 C 0.35 -0.06 -0.11
9 C -0.33 -1.81 -2.01
10 C 1.33 -0.99 0.49
11 C -0.51 0.89 -1.81
12 C 1.44 -1.06 1.91
13 C 0.03 0.87 2.15
14 H 2.03 -1.77 2.45
15 H -0.36 1.69 2.87
16 H 1.04 -0.09 3.74
17 H -1.56 2.64 0.92
18 H -0.28 -2.59 -1.19
19 H -2.23 2.23 -1.63
20 H -0.96 -1.99 -2.80
21 H -0.74 0.96 -2.82
22 H 0.77 -1.68 -2.29

## Properties
LUMO level = -0.8 eV
spin multiplicity = 1
energy relative to the best compared isomer or geometry (same formula, charge and spin) = 441.6 kJ/mol
HOMO-LUMO gap = 7.414 eV
E_tot = -554.3523 a.u.
HOMO = -8.1990 eV
total charge = 0

Atom charges from the natural (NBO) analysis, given in e for atoms 1 to 4: -0.540 -0.320 -0.104 0.030

No. 2
C12H10BrF5Tb | ωB97M-V/def2-TZVPD

Element x y z (Å)
1 Tb 0.43 -0.20 -0.50
2 Br 1.03 -2.74 -0.24
3 F 1.79 0.71 1.41
4 F 1.93 -1.14 2.61
5 F 0.31 -0.12 4.60
6 F -0.01 1.69 3.37
7 F 1.99 1.20 4.14
8 C 1.11 -0.12 2.38
9 C 0.85 0.66 3.63
10 C 2.05 0.65 -2.15
11 C -2.04 -0.88 -0.58
12 C 0.41 -0.80 -2.90
13 C -0.16 0.50 -2.82
14 C 0.84 1.41 -2.34
15 C 1.78 -0.70 -2.51
16 C -1.87 0.92 0.86
17 C -2.11 0.56 -0.50
18 C -1.78 -1.38 0.73
19 C -1.69 -0.27 1.61
20 H 3.03 1.06 -1.86
21 H -1.95 1.93 1.26
22 H -2.22 -1.49 -1.47
23 H -0.09 -1.70 -3.26
24 H -1.18 0.78 -3.13
25 H 2.51 -1.51 -2.55
26 H -1.62 -0.33 2.70
27 H -1.68 -2.43 1.03
28 H 0.72 2.49 -2.20
29 H -2.36 1.24 -1.31

## Properties
LUMO level (alpha / beta) = 2.6 / 2.6 eV
spin multiplicity = 7
energy relative to the best compared isomer or geometry (same formula, charge and spin) = 80.5 kJ/mol
HOMO-LUMO gap (alpha / beta) = 5.838 / 5.875 eV
E_tot = -4361.1599 a.u.
HOMO (alpha / beta) = -3.1934 / -3.2292 eV
total charge = -1

Atom charges from the Mulliken analysis, given in e for atoms 1 to 4: 0.721 -0.541 -0.363 -0.317

No. 3
C12H10Cl3N3O2PdSe | ωB97M-V/def2-TZVPD

Element x y z (Å)
1 Pd -0.11 0.30 0.02
2 Se 1.22 3.98 -2.37
3 Cl -2.75 -4.56 4.61
4 Cl -2.12 -4.24 -0.73
5 Cl -0.35 -0.26 2.40
6 O -0.79 -1.70 -0.12
7 O 6.64 -0.33 -2.95
8 N 2.11 0.28 -0.46
9 N 4.09 -0.14 -1.86
10 N -0.40 2.10 -0.85
11 C -1.56 -2.48 3.37
12 C -1.12 -1.82 2.24
13 C -1.91 -3.56 0.84
14 C -2.18 -3.70 3.22
15 C 4.84 -1.39 -1.72
16 C -1.25 -2.31 0.93
17 C 5.95 0.91 -2.99
18 C 6.32 -1.07 -1.78
19 C 0.27 2.86 -1.47
20 C 3.03 0.09 -1.13
21 C 4.44 0.69 -3.02
22 C -2.36 -4.24 1.95
23 H 4.17 0.16 -3.93
24 H 6.90 -1.98 -1.83
25 H -1.41 -2.05 4.36
26 H -2.86 -5.19 1.84
27 H 6.27 1.42 -3.90
28 H 3.90 1.63 -2.97
29 H 4.58 -1.86 -0.78
30 H 6.21 1.52 -2.12
31 H 6.61 -0.50 -0.89
32 H 4.57 -2.06 -2.55

## Properties
LUMO level (alpha / beta) = 0.3 / -2.6 eV
spin multiplicity = 3
energy relative to the best compared isomer or geometry (same formula, charge and spin) = 0.0 kJ/mol
HOMO-LUMO gap (alpha / beta) = 8.551 / 5.476 eV
E_tot = -4687.8238 a.u.
HOMO (alpha / beta) = -8.2537 / -8.0603 eV
total charge = 0

Atom charges from the natural (NBO) analysis, given in e for atoms 1 to 4: 1.201 -0.104 0.010 0.030

No. 4
C12H10FO6PS | ωB97M-V/def2-TZVPD

Element x y z (Å)
1 S 0.87 1.92 -3.91
2 P 0.14 0.17 -3.56
3 F 2.14 -2.83 3.17
4 O 1.01 -1.04 -4.32
5 O 1.55 -2.94 0.48
6 O -1.97 2.00 -2.17
7 O -2.07 0.76 2.57
8 O -1.43 0.00 -4.14
9 O -1.14 4.34 -0.44
10 C -1.27 3.01 -0.07
11 C -1.30 2.65 1.24
12 C -1.41 1.14 1.64
13 C 0.12 -1.42 2.69
14 C -0.61 0.17 0.69
15 C 0.81 -1.80 0.16
16 C 1.58 -1.53 3.29
17 C 0.80 -1.44 -1.26
18 C -1.35 1.87 -1.15
19 C 0.10 -1.02 1.18
20 C -0.61 0.55 -0.73
21 C 0.10 -0.25 -1.75
22 H 1.36 -2.04 -2.02
23 H 0.58 -1.87 -4.02
24 H 1.46 -1.36 4.40
25 H -1.22 3.43 2.03
26 H -0.46 -2.39 2.78
27 H 2.46 -2.69 0.72
28 H -0.23 4.65 -0.24
29 H 2.26 -0.72 2.93
30 H -0.42 -0.69 3.35
31 H -1.86 -0.63 -3.53

## Properties
SMILES = O=C1C(O)=CC(=O)c2c(CCF)c(O)cc(P(O)(O)=S)c21
LUMO level = -1.2 eV
spin multiplicity = 1
HOMO-LUMO gap = 7.866 eV
E_tot = -1754.1108 a.u.
HOMO = -9.0485 eV
total charge = 0

Atom charges from the natural (NBO) analysis, given in e for atoms 1 to 4: -0.529 1.748 -0.370 -0.935

No. 5
C12H10N6PrS3 | ωB97M-V/def2-TZVPD

Element x y z (Å)
1 Pr -0.06 0.87 0.65
2 S 2.63 0.57 -0.36
3 S -1.39 2.09 2.65
4 S 0.34 3.46 0.09
5 N -1.91 -1.00 0.64
6 N 0.36 -1.43 -0.78
7 N -3.42 5.09 3.29
8 N -1.35 6.72 0.29
9 N 1.50 -1.58 -1.54
10 N 3.57 -0.98 -2.23
11 C -0.49 -2.39 -0.78
12 C 2.54 -0.73 -1.42
13 C -1.17 5.64 0.62
14 C -3.02 -0.80 1.35
15 C -4.01 -1.77 1.48
16 C -0.91 4.28 1.02
17 C -3.85 -2.98 0.86
18 C -2.60 4.51 2.74
19 C -1.60 3.74 2.05
20 C -2.69 -3.19 0.10
21 C -1.75 -2.19 0.02
22 C -0.35 -3.70 -1.49
23 H -1.16 -3.82 -2.22
24 H 4.37 -0.38 -2.19
25 H -4.59 -3.76 0.93
26 H 1.54 -2.35 -2.19
27 H 0.58 -3.87 -2.01
28 H -4.89 -1.54 2.08
29 H -2.55 -4.14 -0.40
30 H 3.58 -1.73 -2.90
31 H -3.11 0.17 1.82
32 H -0.45 -4.52 -0.77

## Properties
LUMO level (alpha / beta) = -4.8 / -4.8 eV
spin multiplicity = 3
energy relative to the best compared isomer or geometry (same formula, charge and spin) = 26.6 kJ/mol
HOMO-LUMO gap (alpha / beta) = 5.854 / 5.863 eV
E_tot = -2503.2146 a.u.
HOMO (alpha / beta) = -10.6474 / -10.6400 eV
total charge = +1

Atom charges from the natural (NBO) analysis, given in e for atoms 1 to 4: 1.499 -0.148 -0.291 -0.236

No. 6
C12H11BN6OsS5 | ωB97M-V/def2-TZVPD

Element x y z (Å)
1 Os 0.00 0.00 0.00
2 S 2.42 0.46 0.10
3 S 5.38 -0.71 4.99
4 S 2.50 -1.00 4.17
5 S 4.42 0.09 2.25
6 S 0.19 -0.81 2.32
7 N -0.43 -0.47 -2.64
8 N 0.43 -0.89 -1.72
9 N -1.94 -0.39 -0.03
10 N -2.42 -0.06 -1.22
11 N -0.90 1.81 -1.80
12 N -0.13 1.84 -0.73
13 C -0.16 -1.06 -3.82
14 C 1.87 -0.56 2.59
15 C -4.12 -0.83 -0.06
16 C -2.97 -0.87 0.70
17 C -1.01 3.05 -2.32
18 C -0.27 3.91 -1.53
19 C 0.93 -1.89 -3.65
20 C 0.26 3.11 -0.54
21 C -3.74 -0.31 -1.27
22 C 1.27 -1.75 -2.31
23 C 4.16 -0.55 3.86
24 C 2.76 -0.05 1.71
25 B -1.54 0.53 -2.33
26 H 0.91 3.44 0.27
27 H -2.88 -1.22 1.72
28 H -0.09 0.57 -1.62
29 H -4.38 -0.13 -2.13
30 H 1.40 -2.51 -4.39
31 H -0.15 4.97 -1.67
32 H -0.71 -0.89 -4.73
33 H -2.19 0.75 -3.30
34 H 2.09 -2.26 -1.81
35 H -5.11 -1.15 0.24
36 H -1.58 3.31 -3.20

## Properties
LUMO level (alpha / beta) = 0.2 / -2.0 eV
spin multiplicity = 5
HOMO-LUMO gap (alpha / beta) = 5.184 / 4.849 eV
E_tot = -2898.6445 a.u.
HOMO (alpha / beta) = -5.0141 / -6.8777 eV
total charge = 0

Atom charges from the natural (NBO) analysis, given in e for atoms 1 to 4: 0.887 -0.111 -0.102 0.474

No. 7
C12H11FeNO4 | ωB97M-V/def2-TZVPD

Element x y z (Å)
1 Fe 0.03 0.03 -1.68
2 O 2.96 -0.01 -1.31
3 O -0.44 -2.81 -2.28
4 O 0.52 2.90 -2.12
5 O -2.95 0.05 -1.37
6 N -0.02 0.00 0.52
7 C -0.04 -0.07 3.33
8 C 1.84 -0.12 -1.57
9 C -1.82 0.18 -1.57
10 C -0.25 -1.64 -2.25
11 C 0.86 0.73 1.23
12 C 0.88 0.72 2.63
13 C 0.02 -0.67 -3.47
14 C 0.36 1.72 -2.17
15 C 0.05 0.84 -3.43
16 C -0.90 -0.78 1.18
17 C -0.94 -0.83 2.58
18 C -0.05 -0.10 4.83
19 H 0.93 -1.03 -3.99
20 H -0.15 0.91 5.26
21 H -0.88 -0.71 5.20
22 H 1.62 1.34 3.14
23 H 1.57 1.32 0.66
24 H -0.79 -0.94 -4.18
25 H 0.88 -0.53 5.24
26 H -1.68 -1.47 3.05
27 H -1.59 -1.36 0.58
28 H 0.84 1.11 -4.16
29 H -0.86 1.22 -3.92

## Properties
LUMO level (alpha / beta) = -8.7 / -11.5 eV
spin multiplicity = 5
HOMO-LUMO gap (alpha / beta) = 8.116 / 5.472 eV
E_tot = -2082.4120 a.u.
HOMO (alpha / beta) = -16.8066 / -16.9852 eV
total charge = +2

Atom charges from the natural (NBO) analysis, given in e for atoms 1 to 4: 0.516 -0.277 -0.287 -0.273

No. 8
C12H11I2N2Pt | ωB97M-V/def2-TZVPD

Element x y z (Å)
1 Pt 2.20 0.82 -0.01
2 I 2.57 3.91 0.00
3 I 4.82 1.15 0.01
4 N 2.30 -1.55 -0.02
5 N 1.22 -2.32 0.15
6 C 4.64 3.31 0.00
7 C -0.98 0.80 0.02
8 C -4.47 -0.10 0.86
9 C -4.47 1.57 -0.88
10 C 3.33 -2.36 -0.16
11 C 1.55 -3.62 0.11
12 C -5.16 0.74 -0.01
13 C 0.24 0.86 0.02
14 C -3.10 1.58 -0.89
15 C -2.38 0.75 0.00
16 C -3.09 -0.10 0.87
17 C 2.92 -3.69 -0.08
18 H -5.02 2.22 -1.55
19 H -5.01 -0.74 1.54
20 H 5.12 3.69 -0.90
21 H 3.52 -4.56 -0.16
22 H 0.83 -4.40 0.23
23 H -2.55 -0.74 1.55
24 H 0.31 -1.90 0.27
25 H -2.55 2.22 -1.56
26 H 5.12 3.70 0.89
27 H 4.33 -1.98 -0.30
28 H -6.24 0.74 0.00

## Properties
LUMO level = -5.3 eV
spin multiplicity = 1
energy relative to the best compared isomer or geometry (same formula, charge and spin) = 140.4 kJ/mol
HOMO-LUMO gap = 5.493 eV
E_tot = -1287.7331 a.u.
HOMO = -10.8018 eV
total charge = +1

Atom charges from the natural (NBO) analysis, given in e for atoms 1 to 4: 0.663 0.375 0.321 -0.298

No. 9
C12H11NO | ωB97M-V/def2-TZVPD

Element x y z (Å)
1 O -0.68 -0.93 -2.20
2 N 2.78 -2.25 -0.53
3 C 3.48 -1.45 0.26
4 C -0.11 0.09 -1.48
5 C -1.35 1.74 -0.11
6 C 3.07 -0.17 0.53
7 C -2.28 2.18 0.75
8 C -1.64 -0.60 0.45
9 C 1.22 -0.39 -0.89
10 C 1.69 -1.71 -1.09
11 C -1.06 0.37 -0.32
12 C -2.56 -0.19 1.52
13 C 2.01 0.46 -0.12
14 C -2.96 1.15 1.52
15 H 1.68 1.37 0.32
16 H -0.55 2.36 -0.59
17 H -1.40 -1.62 0.27
18 H 4.31 -1.94 0.82
19 H -3.65 1.41 2.34
20 H 3.74 0.40 1.14
21 H -1.51 -1.23 -1.70
22 H -2.45 3.20 0.97
23 H 1.24 -2.36 -1.89
24 H -3.06 -0.89 2.15
25 H 0.04 1.01 -2.14

## Properties
SMILES = O[C@@H](c1ccccc1)c1cccnc1
LUMO level = 0.7 eV
spin multiplicity = 1
energy relative to the best compared isomer or geometry (same formula, charge and spin) = 145.6 kJ/mol
HOMO-LUMO gap = 9.935 eV
E_tot = -593.8130 a.u.
HOMO = -9.2085 eV
total charge = 0

Atom charges from the natural (NBO) analysis, given in e for atoms 1 to 4: -0.708 -0.403 0.015 0.074

No. 10
C12H11NO | ωB97M-V/def2-TZVPD

Element x y z (Å)
1 O 3.17 0.01 -2.58
2 N 0.31 0.92 0.53
3 C -0.96 0.78 0.21
4 C 0.22 -2.50 -0.42
5 C -3.30 1.20 -0.03
6 C 2.75 0.10 -1.49
7 C 2.51 0.12 -0.21
8 C 0.02 -1.26 -0.08
9 C -3.56 -0.19 -0.16
10 C -1.25 -0.53 -0.04
11 C -2.01 1.66 0.24
12 C -2.48 -1.06 -0.26
13 C 1.11 -0.26 0.40
14 C 3.36 0.85 0.79
15 H 0.72 1.78 0.34
16 H -2.77 -2.12 -0.64
17 H -4.54 -0.61 -0.12
18 H 1.16 -2.89 -0.70
19 H 1.41 -0.53 1.43
20 H 2.74 1.80 0.95
21 H 3.46 0.24 1.79
22 H -0.49 -3.27 -0.62
23 H -4.01 2.00 0.12
24 H 4.25 1.08 0.15
25 H -1.84 2.70 0.41

## Properties
SMILES = C=C1c2ccccc2N[C@@H]1C(C)=C=O
LUMO level = 0.6 eV
spin multiplicity = 1
energy relative to the best compared isomer or geometry (same formula, charge and spin) = 298.2 kJ/mol
HOMO-LUMO gap = 8.185 eV
E_tot = -593.7549 a.u.
HOMO = -7.5534 eV
total charge = 0

Atom charges from the natural (NBO) analysis, given in e for atoms 1 to 4: -0.449 -0.595 0.252 -0.394

No. 11
C12H11NO9S2 | ωB97M-V/def2-TZVPD

Element x y z (Å)
1 S -2.02 1.00 0.11
2 S -1.02 -3.86 1.39
3 O -1.39 4.76 -1.54
4 O 0.97 5.55 -5.51
5 O -1.53 -2.28 1.29
6 O -1.98 2.20 -2.56
7 O 0.09 3.12 -6.65
8 O -1.16 -3.99 3.05
9 O 0.38 -4.19 1.01
10 O -1.96 -4.66 0.55
11 O 1.34 -1.39 2.71
12 N -2.21 -0.51 2.59
13 C -0.24 3.43 -5.47
14 C 0.23 4.78 -4.91
15 C -0.99 4.43 -2.70
16 C -1.13 -1.52 2.48
17 C -1.07 -2.63 3.61
18 C -0.98 2.69 -4.59
19 C 2.45 -1.62 1.83
20 C -1.37 3.04 -3.23
21 C -2.37 0.10 1.46
22 C -0.23 5.16 -3.57
23 C 0.21 -0.79 2.03
24 C 3.26 -2.85 2.48
25 H -1.90 -2.62 4.40
26 H 2.47 -3.66 2.65
27 H 4.10 -3.21 1.81
28 H 3.16 -0.72 1.75
29 H -0.13 -2.72 4.24
30 H -1.35 1.71 -4.90
31 H 0.09 6.16 -3.28
32 H 3.64 -2.47 3.48
33 H 0.22 0.32 2.31
34 H 2.17 -1.94 0.79
35 H 0.26 -0.83 0.90

## Properties
LUMO level = 3.5 eV
spin multiplicity = 1
energy relative to the best compared isomer or geometry (same formula, charge and spin) = 204.5 kJ/mol
HOMO-LUMO gap = 3.500 eV
E_tot = -1992.0227 a.u.
HOMO = 0.0443 eV
total charge = -2

Atom charges from the natural (NBO) analysis, given in e for atoms 1 to 4: 0.311 2.416 -0.751 -0.666

No. 12
C12H11NP | ωB97M-V/def2-TZVPD

Element x y z (Å)
1 P 1.49 0.82 -2.37
2 N 0.92 1.20 -0.71
3 C 0.45 0.45 0.45
4 C -0.92 -1.30 1.51
5 C -0.48 -0.75 0.37
6 C 1.02 3.16 0.71
7 C -1.19 -1.03 -0.80
8 C 0.74 2.37 1.87
9 C 2.13 -0.89 -2.06
10 C -2.66 -2.47 0.44
11 C 1.06 2.50 -0.48
12 C 0.49 1.05 1.67
13 C -1.96 -2.15 1.66
14 C -2.23 -1.94 -0.70
15 H -2.41 -2.50 2.63
16 H -0.10 0.44 2.41
17 H 1.27 3.04 -1.41
18 H -3.42 -3.26 0.41
19 H -0.79 -0.37 -1.52
20 H 1.79 -1.16 -1.12
21 H 1.82 -1.44 -2.90
22 H -2.67 -2.09 -1.62
23 H 1.30 4.19 0.78
24 H 3.26 -0.67 -2.00
25 H 1.08 2.77 2.77

## Properties
LUMO level (alpha / beta) = -6.6 / -7.3 eV
spin multiplicity = 1
energy relative to the best compared isomer or geometry (same formula, charge and spin) = 290.3 kJ/mol
HOMO-LUMO gap (alpha / beta) = 4.012 / 2.931 eV
E_tot = -859.4672 a.u.
HOMO (alpha / beta) = -10.5926 / -10.2246 eV
total charge = +1

Atom charges from the natural (NBO) analysis, given in e for atoms 1 to 4: 0.836 -0.571 0.209 0.229